# 1
{"formula": "C29H35BKN10O4Si", "method": "wB97M-V/def2-TZVPD", "homo_ev": [-5.09, -7.80], "spin_multiplicity": 2, "homo_lumo_gap_ha": [0.200, 0.299], "max_force_ev_per_a": 1.5, "total_energy_ha": -2889.07082, "total_charge": 0, "e_lumo_ev": [0.34, 0.34], "e_above_lowest_ev": 0.000, "symbols": ["H", "H", "H", "H", "H", "C", "C", "C", "N", "H", "N", "H", "C", "H", "C", "H", "C", "C", "H", "H", "C", "C", "C", "H", "H", "H", "H", "C", "C", "H", "H", "C", "H", "C", "H", "O", "C", "B", "H", "C", "N", "N", "N", "C", "C", "C", "H", "H", "Si", "H", "C", "C", "C", "H", "H", "H", "K", "H", "C", "H", "N", "N", "N", "O", "O", "C", "H", "C", "H", "H", "H", "O", "H", "H", "C", "N", "N", "C", "C", "C", "H"], "xyz": [[1.0046, 3.5579, 4.2552], [3.2059, 4.9386, -0.5179], [0.4283, 1.5406, -0.3282], [-1.9808, -2.2016, -4.1809], [4.5126, 1.7630, -1.7006], [0.3163, -3.9309, 2.5856], [2.7201, 4.0384, -0.1269], [1.7006, -5.2048, 1.0707], [-1.2761, 0.6972, 3.5412], [0.1638, 3.9195, -2.1810], [1.0411, -1.7615, 3.3801], [1.5260, 4.3939, -3.2145], [-0.3034, 0.0211, -5.8769], [0.9278, -2.3056, -3.1613], [-2.3186, 2.9635, -1.6396], [3.3981, 3.5719, 0.5954], [-3.1628, -2.6864, -0.8677], [-1.4066, -1.4005, -4.6220], [-4.5863, -1.9229, 3.5708], [3.5826, -0.3890, -0.3766], [-1.9610, -2.9320, -0.1730], [1.4344, -1.6610, -2.4622], [0.5447, -5.0713, 1.8318], [3.3821, -2.5964, -2.0127], [-1.4035, -1.7001, -6.8059], [0.0935, -1.5897, 3.6824], [0.7668, 2.7988, -3.4170], [-2.4611, 2.3786, 5.4067], [0.6983, 1.9480, 3.3062], [-0.6241, 3.5265, 5.2344], [-0.5878, -3.8332, 3.1800], [-3.1089, -0.7803, 3.5253], [-2.4682, 2.6791, 0.5915], [3.7611, 2.1871, -2.3760], [1.5178, -0.9108, 3.1219], [1.4529, 3.0143, 3.5951], [-0.6309, 1.7940, 3.9621], [-0.7208, -0.3092, -2.3367], [3.1595, -2.2396, 1.8597], [-2.5307, 0.4233, 4.0450], [0.8330, -0.5468, -2.0205], [-0.1295, 0.4341, -4.6306], [-1.5324, 1.1751, -0.5044], [1.2466, -2.8834, 2.5893], [2.4115, -3.0273, 1.8321], [2.6727, -1.7995, -1.8679], [3.4760, 1.4164, -3.1015], [-4.1269, -3.1488, -0.7182], [2.2631, 2.8298, -1.4702], [1.9531, 1.3152, 0.4743], [-2.8320, -1.7179, -1.7840], [2.6311, -4.1746, 1.0852], [-1.7384, 2.0953, -2.5317], [-0.1896, -5.8686, 1.8416], [4.2370, 3.0045, -2.9296], [-1.7748, -3.6182, 0.6418], [-0.8134, -0.5721, 1.4498], [-3.4390, -1.2014, -2.5140], [2.7839, -0.7052, -1.0305], [-2.7995, 3.9041, -1.8571], [-1.5118, -1.4367, -1.6410], [-0.9759, -2.1725, -0.6327], [-0.8257, -0.4382, -3.8617], [1.1293, 1.1517, 2.5114], [-2.5406, -1.5262, 2.7045], [1.4879, 1.3629, -0.5104], [3.5460, -4.2666, 0.5115], [-1.1590, 2.6487, 4.8862], [0.1551, 0.5667, -6.6908], [1.8224, 4.3506, 0.4196], [-4.1372, 1.0338, 5.3464], [-4.3485, -1.0941, 4.0005], [-1.6192, 2.1610, -3.6015], [1.8757, -6.0998, 0.4870], [1.0654, 3.5525, -2.6827], [-1.2648, 1.0339, -1.8327], [1.6678, 0.0249, -1.1202], [-3.1462, 1.2669, 4.9751], [-1.1023, -1.1395, -5.9341], [-2.1536, 2.3380, -0.3875], [-2.9045, 3.0428, 6.1358]], "forces_ev_per_a": [[0.01, 0.06, 0.00], [-0.07, -0.10, 0.01], [0.29, -0.12, 0.02], [0.08, 0.10, -0.03], [-0.07, 0.05, -0.08], [-0.04, 0.07, -0.03], [0.01, 0.12, 0.13], [-0.02, 0.02, 0.02], [0.24, 0.47, 0.49], [0.17, -0.05, -0.10], [0.01, -0.09, 0.03], [-0.04, -0.11, 0.04], [0.05, 0.04, -0.01], [-0.02, 0.05, 0.02], [-0.07, 0.00, 0.14], [-0.06, 0.07, -0.05], [0.03, -0.05, 0.05], [-0.01, -0.02, 0.08], [-0.02, -0.11, -0.07], [-0.09, 0.00, -0.06], [-0.04, 0.00, -0.22], [-0.01, 0.09, 0.01], [0.04, 0.05, 0.01], [-0.04, 0.07, 0.02], [0.03, 0.06, 0.11], [-0.01, 0.00, 0.13], [0.02, 0.06, -0.01], [-0.34, -0.38, -0.09], [0.18, 0.18, 0.07], [-0.07, -0.01, 0.03], [0.04, -0.01, -0.05], [0.25, 0.20, 0.17], [0.03, -0.04, -0.11], [0.19, -0.03, -0.08], [0.02, -0.05, 0.00], [-0.08, 0.23, 0.23], [-0.77, -0.86, -0.12], [-0.15, -0.08, 0.04], [-0.05, -0.03, -0.02], [0.15, -0.76, -0.66], [-0.01, -0.11, 0.13], [-0.19, -0.13, -0.14], [-0.33, 0.24, -0.51], [-0.01, -0.11, 0.12], [0.06, 0.05, -0.02], [0.05, -0.08, -0.05], [0.04, 0.08, 0.07], [0.12, 0.07, -0.01], [0.02, -0.26, 0.08], [0.04, -0.11, -0.07], [0.12, 0.06, 0.05], [-0.04, 0.02, 0.00], [-0.06, -0.20, 0.14], [0.01, 0.02, 0.00], [-0.03, -0.11, 0.05], [-0.01, 0.10, -0.07], [1.07, 0.14, -1.07], [0.06, -0.03, 0.07], [-0.10, 0.05, 0.09], [0.05, -0.07, 0.02], [0.08, -0.01, 0.02], [-0.13, -0.35, -0.50], [0.06, 0.05, 0.26], [0.21, -0.28, -0.24], [-1.10, -0.44, 0.86], [0.13, -0.03, -0.25], [0.00, 0.01, 0.01], [0.05, 0.69, 0.42], [-0.05, -0.05, 0.08], [0.11, -0.01, -0.03], [0.09, 0.03, -0.02], [0.05, 0.12, 0.02], [0.01, -0.08, 0.08], [-0.01, 0.04, 0.02], [-0.09, 0.23, -0.10], [-0.11, 0.02, -0.16], [-0.17, 0.29, 0.09], [0.16, 0.88, 0.60], [0.09, 0.10, -0.11], [-0.06, 0.05, 0.02], [0.03, 0.02, -0.01]], "lowdin_spin": [0.000, 0.000, 0.000, 0.000, 0.000, 0.000, 0.000, 0.000, 0.223, 0.000, 0.002, 0.000, 0.000, 0.000, 0.000, 0.000, 0.000, 0.000, 0.001, 0.000, 0.000, 0.000, 0.000, 0.000, 0.000, 0.001, 0.000, 0.100, -0.002, 0.008, 0.000, 0.146, 0.000, 0.000, 0.000, 0.005, 0.026, 0.000, 0.000, 0.172, 0.000, 0.000, 0.000, 0.000, 0.000, 0.000, 0.000, 0.000, 0.000, 0.000, 0.000, 0.000, 0.000, 0.000, 0.000, 0.000, 0.002, 0.000, 0.000, 0.000, 0.000, 0.000, 0.000, -0.009, 0.111, 0.000, 0.000, 0.122, 0.000, 0.000, 0.000, 0.048, 0.000, 0.000, 0.000, 0.000, 0.000, 0.038, 0.000, 0.000, 0.005]}

# 2
{"formula": "C29H35BeFN4O6", "method": "wB97M-V/def2-TZVPD", "homo_ev": -11.35, "homo_lumo_gap_ha": 0.222, "max_force_ev_per_a": 2.6, "total_energy_ha": -1910.75511, "total_charge": 2, "e_lumo_ev": -5.31, "e_above_lowest_ev": 0.116, "symbols": ["C", "H", "C", "C", "H", "C", "H", "C", "H", "C", "H", "H", "F", "H", "H", "O", "H", "C", "N", "H", "C", "H", "H", "C", "O", "O", "C", "H", "C", "H", "O", "H", "N", "N", "H", "H", "C", "N", "H", "C", "O", "C", "H", "H", "H", "C", "H", "H", "H", "H", "C", "C", "H", "C", "H", "H", "H", "H", "C", "H", "C", "H", "C", "O", "H", "C", "C", "C", "H", "C", "C", "H", "C", "C", "C", "Be"], "xyz": [[-3.6854, 0.7400, 9.2169], [-4.9508, 1.3707, 0.2748], [1.5374, -0.5669, -2.1555], [1.2684, -4.2384, -2.2821], [-5.9153, 2.0991, 3.6600], [-1.8874, -0.0493, 5.2604], [7.1756, 1.4009, -8.5813], [8.0647, 0.4393, -6.0205], [2.8319, -3.0019, -3.0932], [4.5887, 1.8595, -6.6958], [8.4106, -0.1945, -5.1970], [-6.7856, 0.5717, 1.0909], [-1.0488, -0.6373, 6.1823], [-0.3435, -0.0034, 3.7474], [7.4891, 2.8458, -7.6133], [0.9828, 0.2079, -1.3218], [-1.9675, 0.3588, 7.9580], [6.6958, 2.1654, -7.9534], [-5.0462, 0.1608, 9.3537], [-3.8144, 1.7892, 8.9401], [-2.2807, 0.5175, 2.9483], [3.2257, 1.4379, -4.3795], [-5.9616, 2.9044, 0.6769], [-5.8721, 0.0982, 8.1239], [-0.0037, -1.8458, -0.1120], [0.6088, -3.8026, -1.0329], [-1.8816, 0.4948, 1.5489], [-6.8074, -0.4083, 8.3703], [2.4150, -0.1463, -3.2222], [2.1320, 1.9385, -2.9308], [-0.6697, 0.2657, 1.1628], [-5.1342, 0.8820, 4.8587], [-3.7446, -0.0501, 6.9227], [-4.5104, 1.2863, 2.3034], [8.6728, 1.3557, -6.0133], [-4.9528, -1.7133, 7.4156], [-5.0590, -0.6588, 7.0817], [1.2811, -1.9399, -2.0693], [-5.5490, 0.6629, 10.0841], [-2.9577, -0.0678, 8.1396], [-3.6757, 0.8339, -1.6525], [1.7474, -3.0036, -2.9903], [6.4972, -0.4715, -4.1166], [6.0152, 2.7364, -8.5942], [2.8349, -0.9608, -3.8281], [6.5832, 0.7203, -5.8478], [8.2927, -0.0834, -6.9612], [1.2734, -2.8939, -3.9691], [-7.8896, 1.2120, 2.4425], [4.1544, 2.5205, -7.4439], [-3.2332, 0.2084, 5.6468], [-1.3928, 0.1476, 3.9867], [-5.5839, -0.6662, 6.1238], [5.9222, 0.1485, -4.8020], [3.9401, 1.4421, -5.9389], [-6.0841, 1.1294, 7.8362], [2.0867, -4.9005, -1.9796], [0.5150, -4.7684, -2.8746], [-3.6252, 0.8412, 3.3008], [4.8620, 0.2808, -4.6161], [5.9150, 1.5687, -6.7977], [-7.0532, 3.5221, 2.0465], [0.5954, -2.4900, -1.0036], [-1.5533, 0.1400, -1.3134], [-2.8420, -1.1125, 8.4969], [-2.7208, 0.5531, -0.9228], [-2.9234, 0.6976, 0.5781], [-6.9673, 1.3187, 1.8685], [-3.1774, 0.6777, 10.1834], [-6.4664, 2.7045, 1.6236], [2.6085, 1.1566, -3.5290], [-4.8960, -0.8089, 9.6480], [-4.1708, 1.1148, 0.9889], [-4.0895, 0.6712, 4.6165], [-5.7732, 1.8280, 2.6195], [-0.3317, -0.2370, -0.3714]], "forces_ev_per_a": [[0.58, 0.34, -0.58], [0.55, -0.23, -0.07], [-1.28, 0.48, 1.53], [-0.38, -1.17, 0.64], [0.21, -0.05, -0.33], [0.53, -0.40, 0.21], [-0.14, 0.10, 0.26], [0.06, -0.03, 0.16], [-0.07, 0.14, 0.01], [1.43, 0.04, -0.77], [-0.01, 0.13, -0.20], [-0.13, 0.19, 0.37], [-0.61, 0.66, -0.51], [-0.21, -0.27, 0.14], [-0.18, -0.20, 0.00], [1.14, -1.06, -1.13], [-0.25, -0.16, 0.18], [-0.04, 0.09, -0.04], [-0.10, -0.50, 0.93], [0.14, -0.12, -0.05], [-0.21, 0.28, 0.32], [-0.25, 0.05, 0.46], [-0.28, 0.16, 0.37], [-0.04, 0.22, -0.63], [0.99, -1.20, -1.51], [0.30, 0.70, -0.69], [0.12, 0.08, -1.35], [0.11, 0.03, 0.00], [0.29, 0.51, -0.84], [0.19, -0.24, -0.23], [-0.63, 0.06, 0.69], [0.56, -0.09, -0.11], [-0.24, 0.01, -0.11], [2.24, -1.07, -0.80], [-0.26, -0.17, -0.02], [-0.02, 0.28, -0.15], [0.17, -0.01, -0.19], [0.14, 0.31, 0.07], [-0.10, -0.19, 0.19], [0.13, 0.03, -0.12], [1.49, -0.47, 0.90], [0.09, 0.89, -0.08], [-0.30, 0.07, -0.03], [0.21, -0.10, 0.12], [-0.02, 0.66, 0.23], [0.16, -1.58, 1.95], [-0.21, 0.17, 0.20], [0.14, 0.10, 0.15], [0.23, -0.09, -0.38], [-0.13, -0.20, 0.28], [-0.23, 0.05, -1.41], [-0.75, 0.08, 0.10], [0.03, -0.09, 0.28], [1.19, 0.30, -0.88], [0.15, 0.08, -0.28], [0.04, -0.10, -0.13], [-0.35, 0.08, -0.14], [0.23, -0.04, 0.36], [-0.11, -0.09, -0.55], [0.33, -0.07, -0.04], [-2.04, 1.25, -1.03], [0.28, -0.18, -0.32], [-0.99, 0.53, 0.95], [0.02, -0.28, 0.29], [0.18, 0.33, -0.07], [-1.26, 0.40, -0.66], [0.00, 0.05, 0.49], [-0.61, -0.31, 0.19], [-0.18, -0.04, -0.11], [-0.16, 0.49, -0.03], [-0.40, -0.86, 0.56], [-0.28, 0.04, 0.39], [0.29, 0.20, 1.21], [0.69, -0.10, 0.90], [-1.38, 0.41, 0.22], [-0.81, 0.63, 0.24]], "lowdin_charge": [-0.079, 0.134, -0.255, -0.042, 0.137, -0.154, 0.088, -0.058, 0.139, 0.068, 0.074, 0.121, 0.048, 0.147, 0.089, 0.115, 0.141, -0.058, 0.045, 0.148, -0.039, 0.040, 0.114, -0.084, 0.163, 0.130, -0.183, 0.147, -0.035, 0.107, 0.038, 0.105, -0.090, 0.025, 0.089, 0.148, -0.120, 0.110, 0.191, -0.122, 0.074, -0.063, 0.061, 0.077, 0.110, -0.316, 0.090, 0.150, 0.113, 0.069, -0.118, 0.103, 0.130, 0.060, 0.013, 0.146, 0.146, 0.147, -0.084, 0.006, -0.316, 0.120, -0.362, 0.025, 0.147, -0.493, 0.007, -0.068, 0.148, -0.070, 0.167, 0.184, 0.076, 0.066, -0.269, 0.143]}

# 3
{"formula": "C29H35BrN2O6", "method": "wB97M-V/def2-TZVPD", "homo_ev": -8.10, "homo_lumo_gap_ha": 0.320, "smiles": "CCO[C@@H]1OC(C(=O)N2CCN(Cc3ccc4c(c3)OCO4)CC2)=C[C@H](c2ccc(Br)cc2)[C@H]1CCCO", "max_force_ev_per_a": 1.3, "total_energy_ha": -4261.01081, "total_charge": 0, "e_lumo_ev": 0.60, "e_above_lowest_ev": 0.150, "symbols": ["C", "O", "C", "H", "N", "C", "H", "Br", "C", "C", "H", "C", "H", "H", "H", "C", "H", "H", "C", "H", "C", "H", "O", "H", "C", "H", "H", "C", "C", "C", "C", "H", "H", "H", "C", "H", "C", "H", "C", "C", "H", "H", "H", "H", "C", "H", "O", "H", "C", "H", "H", "H", "H", "C", "O", "H", "C", "C", "C", "H", "H", "O", "C", "C", "N", "C", "H", "H", "O", "C", "C", "H", "H"], "xyz": [[-6.5629, -4.8229, 0.1711], [-5.9024, -6.9728, -0.0126], [-2.6880, -3.3312, 1.1089], [0.4142, 2.3415, 2.5436], [-2.4109, -2.1302, 0.3396], [-7.2903, -6.8772, -0.2521], [-1.3728, -1.2131, 1.8892], [4.7773, -0.3319, 5.1656], [5.2416, 0.8650, 2.6172], [-1.2526, -1.4059, 0.8205], [2.7428, 2.3214, -2.9831], [1.1464, 0.6819, -1.4678], [3.2111, 4.6058, -3.6772], [3.5629, 5.3020, -0.7178], [1.0532, 5.0721, 1.2975], [-1.1474, -0.0718, 0.0756], [6.1315, 1.2660, 3.0781], [2.5856, -1.1047, 3.3399], [-2.2628, -2.4141, -1.0773], [-0.3179, -1.9800, 0.6717], [3.4942, 1.0027, -0.7420], [1.8128, 4.3913, 2.7391], [-7.6953, -5.5303, -0.1396], [4.4033, 0.8126, -1.3259], [-6.4120, -3.4749, 0.3884], [4.8740, 5.2372, -1.9175], [-3.0822, -0.5293, -1.7227], [1.7036, 2.7120, -0.4002], [-4.0468, -3.8850, 0.7693], [0.9036, 4.4053, 2.1436], [3.3465, 2.9549, -2.3297], [-7.5157, -7.2470, -1.2652], [-3.1396, -2.9696, -1.4139], [-1.3625, -3.0243, -1.2738], [-2.1580, -1.1013, -1.8496], [1.9331, 4.5931, -2.4709], [3.7965, 5.4139, -1.7787], [0.0884, 4.7915, 2.7488], [3.7960, 0.6396, 0.6964], [0.5696, 2.9919, 1.6786], [4.3964, 2.7905, -2.5862], [2.5773, -0.8204, -1.6239], [-7.2515, -2.8033, 0.3270], [-0.2806, 0.4820, 0.4302], [3.2436, -0.4718, 2.7638], [2.0697, -0.5898, 0.9911], [0.1564, -0.5549, -3.2349], [-1.9791, -1.2891, -2.9089], [-5.1317, -3.0235, 0.6934], [3.7852, 3.0819, -0.2118], [1.3929, 3.7536, -0.5591], [5.6156, 1.7724, 0.7291], [-2.6738, -3.0539, 2.1685], [-5.4782, -5.6965, 0.2480], [1.6388, 2.3907, 0.9603], [-1.9174, -4.1063, 0.9531], [2.9598, -0.1795, 1.4426], [3.1448, 2.5002, -0.8786], [2.3739, 0.1937, -1.3219], [-7.8344, -7.4891, 0.4856], [-4.9648, -1.9727, 0.8671], [0.7648, 1.9571, -1.1369], [-4.2120, -5.2528, 0.5403], [4.3819, 0.0590, 3.3419], [-1.0532, -0.3158, -1.3424], [2.9991, 4.4152, -2.6205], [-0.3398, 2.9919, 1.0653], [3.6246, 6.9012, -3.0221], [3.4728, 6.7494, -2.0824], [0.0443, -0.1246, -2.1018], [4.9425, 1.1469, 1.2978], [-3.3831, -5.9395, 0.5915], [-2.0525, 0.5138, 0.2693]], "forces_ev_per_a": [[0.55, -0.29, 0.06], [0.46, 0.16, 0.10], [0.00, 0.10, 0.06], [-0.10, 0.06, -0.09], [0.11, -0.08, 0.09], [-0.77, -0.97, -0.27], [0.03, -0.02, 0.00], [-0.04, 0.04, -0.18], [0.03, -0.01, 0.16], [-0.07, 0.30, 0.00], [0.10, -0.06, -0.04], [0.36, -0.07, -0.10], [-0.06, 0.05, -0.01], [0.09, -0.06, -0.02], [0.00, 0.11, -0.06], [0.20, -0.15, 0.46], [0.06, 0.01, 0.04], [-0.03, -0.05, 0.05], [-0.12, 0.23, -0.18], [-0.02, 0.04, 0.03], [-0.14, 0.23, 0.12], [0.07, 0.03, 0.08], [0.04, 0.49, 0.07], [-0.07, 0.05, 0.01], [-0.23, -0.31, -0.07], [-0.08, -0.06, 0.11], [0.00, -0.04, -0.02], [0.40, 0.58, 0.28], [-0.07, 0.01, 0.02], [0.05, -0.42, -0.18], [-0.16, 0.16, 0.08], [0.10, 0.15, 0.21], [0.06, 0.00, -0.05], [-0.04, 0.00, 0.01], [-0.05, -0.35, -0.30], [-0.04, 0.07, -0.05], [-0.07, -0.42, -0.15], [-0.09, 0.10, 0.07], [0.20, -0.25, 0.07], [-0.13, 0.18, 0.11], [0.01, -0.10, -0.03], [-0.13, -0.16, -0.12], [-0.12, 0.10, -0.01], [-0.04, 0.02, -0.02], [0.05, -0.02, 0.13], [-0.10, -0.01, -0.04], [0.16, -0.06, -0.16], [-0.08, 0.04, 0.12], [0.14, -0.05, 0.05], [-0.05, -0.03, 0.00], [0.00, -0.17, 0.02], [0.08, 0.09, -0.08], [0.11, -0.04, -0.05], [-0.43, 0.45, 0.00], [0.13, 0.05, -0.26], [-0.02, 0.03, 0.05], [0.18, -0.01, -0.02], [-0.21, -0.14, -0.13], [-0.08, 0.21, 0.01], [0.16, 0.19, -0.11], [0.02, 0.14, 0.00], [-0.17, -0.25, -0.28], [-0.22, -0.15, -0.04], [0.05, -0.03, 0.22], [-0.32, 0.00, 0.05], [0.21, 0.03, 0.24], [0.03, -0.07, 0.08], [-0.01, -0.02, 0.09], [-0.10, 0.44, -0.18], [0.13, 0.17, -0.01], [-0.15, -0.12, -0.06], [0.15, -0.09, 0.00], [0.08, 0.02, 0.05]], "lowdin_charge": [-0.206, 0.035, -0.159, 0.125, -0.176, -0.160, 0.125, 0.710, -0.121, -0.165, 0.127, -0.187, 0.118, 0.114, 0.069, -0.114, 0.100, 0.100, -0.152, 0.130, -0.202, 0.080, 0.033, 0.156, 0.016, 0.125, 0.133, -0.308, -0.227, -0.058, -0.139, 0.139, 0.125, 0.136, -0.106, 0.114, -0.281, 0.077, -0.181, -0.237, 0.124, 0.138, 0.118, 0.104, -0.116, 0.103, 0.083, 0.124, -0.041, 0.144, 0.155, 0.120, 0.129, -0.197, -0.077, 0.126, -0.025, -0.188, 0.022, 0.139, 0.113, 0.050, 0.052, -0.684, -0.036, -0.176, 0.121, 0.086, -0.063, -0.390, -0.028, 0.124, 0.137]}